Record 1
{"formula": "C10H16", "method": "ωB97M-V/def2-TZVPD", "species": ["C", "C", "C", "H", "H", "H", "H", "H", "H", "H", "H", "C", "C", "C", "C", "C", "C", "C", "H", "H", "H", "H", "H", "H", "H", "H"], "xyz": [[2.16429, 2.46100, -1.78124], [2.07627, 1.79942, -0.43920], [2.28083, 1.34633, -2.91873], [1.12386, 2.98428, -1.91791], [3.01840, 3.19535, -1.81384], [2.69312, 0.87278, -0.48674], [1.42713, 0.64563, -2.73148], [2.40178, 1.76644, -3.88770], [1.11017, 1.37006, -0.35859], [2.10780, 2.44223, 0.48978], [3.21359, 0.78067, -2.59953], [0.11487, -2.61358, -0.20830], [-1.92241, 0.50371, 1.74650], [-1.45218, -0.57122, 2.52062], [-1.99086, 0.43452, 0.38421], [-0.97508, -1.75140, 1.79721], [-1.36967, -0.63380, -0.23266], [-0.66707, -1.68944, 0.45553], [-2.06227, 1.43953, 2.19293], [-1.80209, -0.65903, 3.53946], [-2.41026, 1.33843, -0.08322], [-0.55219, -2.56893, 2.32171], [-1.27932, -0.55218, -1.31175], [-0.35830, -3.40938, -0.85293], [0.81423, -3.12728, 0.51348], [1.00037, -2.23189, -0.95736]], "forces_ev_per_a": [[-1.427, 1.021, -1.392], [0.244, -0.721, 0.830], [0.793, -0.189, 3.620], [2.133, -0.320, -0.072], [-0.987, -0.616, -0.258], [0.320, 0.889, 0.894], [0.594, 0.601, -0.813], [-0.246, 0.035, -0.836], [-1.302, -0.493, 0.031], [0.778, -0.669, -1.127], [-0.934, 0.429, -0.851], [5.806, -3.923, -3.498], [1.036, -1.377, 1.428], [-1.120, -1.899, -2.446], [0.518, 0.233, -0.197], [0.504, 2.596, 1.431], [0.939, -0.200, -0.817], [-4.556, 4.539, 0.603], [-0.913, 1.104, 0.927], [0.807, 0.162, 0.341], [0.307, -0.857, -0.471], [0.052, -0.757, 0.820], [0.032, -0.362, -0.085], [0.047, 0.810, 0.863], [-1.019, 0.045, -0.493], [-2.407, -0.077, 1.567]], "gap_ev": 9.82, "smiles": "Cc1ccccc1.CCC"}



Record 2
{"formula": "C10H16", "method": "ωB97M-V/def2-TZVPD", "species": ["C", "C", "C", "H", "H", "H", "H", "H", "H", "H", "H", "C", "C", "C", "C", "C", "C", "C", "H", "H", "H", "H", "H", "H", "H", "H"], "xyz": [[-1.52709, 2.18645, -1.20634], [-0.76725, 0.92925, -1.62985], [-1.55601, 2.53264, 0.25396], [-2.51569, 2.16661, -1.65233], [-1.09200, 3.00695, -1.77187], [-0.49703, 0.29099, -0.77236], [-1.23647, 0.27171, -2.36265], [-1.71773, 1.72164, 0.96293], [-2.29295, 3.31217, 0.45876], [0.22358, 1.16433, -2.03307], [-0.65991, 3.05560, 0.61138], [2.68908, -0.27928, 1.29072], [-0.73095, -2.48429, 0.07488], [-0.85020, -1.60625, 1.16091], [0.46967, -2.56594, -0.68895], [0.22330, -0.80921, 1.44811], [1.59209, -1.90997, -0.28236], [1.48760, -0.98278, 0.78914], [-1.53659, -3.16274, -0.18252], [-1.77068, -1.43966, 1.70851], [0.47385, -3.06908, -1.64979], [0.07585, 0.06186, 2.06570], [2.52145, -2.10724, -0.79351], [2.91323, 0.52567, 0.58458], [3.52004, -0.97201, 1.34594], [2.56080, 0.16259, 2.27009]], "forces_ev_per_a": [[0.002, -0.060, -1.296], [1.184, -0.600, 0.604], [0.268, 1.083, 0.927], [-0.455, -0.304, 0.370], [0.214, 0.296, 0.182], [-0.466, 0.168, -0.071], [-0.308, 0.269, 0.011], [-0.262, -0.291, -0.232], [-0.369, -0.298, -0.089], [-0.135, 0.202, -0.186], [0.344, -0.396, -0.321], [-0.442, -0.010, -0.063], [-0.154, -0.519, 0.130], [0.341, 0.443, 0.048], [0.107, 0.441, -0.378], [-0.515, 0.317, -0.521], [-0.523, -0.087, -0.089], [0.513, -0.472, 0.620], [-0.128, 0.235, -0.070], [-0.032, -0.332, -0.199], [-0.025, -0.471, 0.352], [0.259, -0.077, 0.511], [0.197, 0.330, 0.013], [0.294, 0.040, -0.096], [0.339, -0.038, -0.282], [-0.249, 0.133, 0.123]], "gap_ev": [9.57, 5.76], "spin_multiplicity": 2, "total_charge": 1}



Record 3
{"formula": "C10H16AlCl16N2O2", "method": "ωB97M-V/def2-TZVPD", "species": ["C", "C", "O", "O", "C", "Al", "C", "N", "C", "C", "N", "H", "H", "H", "H", "H", "H", "H", "H", "H", "H", "H", "H", "H", "H", "H", "H", "C", "Cl", "Cl", "Cl", "Cl", "C", "Cl", "Cl", "Cl", "Cl", "C", "Cl", "Cl", "Cl", "Cl", "C", "Cl", "Cl", "Cl", "Cl"], "xyz": [[3.67700, 2.83147, 2.91379], [2.68719, 1.68292, 3.11291], [2.20710, 1.52780, 4.16465], [2.40666, 0.92981, 2.03820], [1.31854, 1.62157, 1.28707], [-0.55174, 0.74325, 1.29900], [-0.78945, -0.83039, 2.57884], [0.35053, -0.98589, 3.53375], [-1.90655, 2.26710, 1.61929], [-2.75974, 2.07581, 2.88405], [-2.02027, 2.34607, 4.11103], [4.24879, 2.73434, 1.99280], [3.09391, 3.75250, 2.89960], [4.34594, 2.89246, 3.76993], [1.20619, 2.63276, 1.70663], [1.68698, 1.73348, 0.26750], [-0.80450, 0.16071, -0.19287], [-0.83581, -1.75889, 1.98776], [-1.75262, -0.80239, 3.11689], [0.07406, -0.71366, 4.46600], [0.74731, -1.91434, 3.51794], [-1.43899, 3.26178, 1.58113], [-2.60202, 2.20165, 0.76882], [-3.07378, 1.02706, 2.90078], [-3.69136, 2.66678, 2.78042], [-1.70780, 3.30803, 4.15782], [-2.59457, 2.13642, 4.91780], [-3.10142, -2.34174, -1.37824], [-3.72683, -1.06032, -0.34438], [-1.90054, -3.29076, -0.47779], [-4.43210, -3.40967, -1.87245], [-2.35922, -1.63581, -2.82106], [-2.77899, -6.45714, -4.34562], [-1.87481, -7.95053, -4.04430], [-2.34055, -5.81718, -5.93673], [-4.51563, -6.80833, -4.31363], [-2.39906, -5.26837, -3.10394], [1.51381, -0.83705, -2.59478], [3.23441, -1.24137, -2.36210], [0.52498, -1.96287, -1.67194], [1.21435, 0.80515, -2.03982], [1.09354, -0.97037, -4.31810], [4.06552, 2.14143, -5.70832], [3.44393, 3.60174, -4.92975], [4.01465, 0.79894, -4.56752], [3.06635, 1.75696, -7.11930], [5.73661, 2.41908, -6.23172]], "forces_ev_per_a": [[0.005, -0.099, -0.309], [1.477, 0.693, -2.074], [-1.255, -0.615, 3.079], [-0.092, 0.284, -0.324], [-0.349, -0.258, 0.021], [-0.036, 0.108, 0.472], [0.171, -0.064, -0.195], [-0.195, 0.190, -0.160], [0.106, -0.658, 0.035], [-0.057, 0.205, -0.796], [-0.024, -0.259, 0.002], [-0.049, 0.073, -0.033], [0.068, 0.067, -0.124], [-0.018, -0.106, 0.034], [0.059, -0.037, -0.084], [0.178, 0.175, 0.055], [-0.164, 0.026, -0.120], [-0.093, 0.150, -0.072], [0.086, -0.062, -0.023], [0.244, -0.124, 0.033], [-0.216, -0.041, 0.300], [-0.169, 0.030, 0.097], [0.084, 0.191, -0.024], [-0.024, 0.018, 0.195], [0.064, 0.037, 0.309], [-0.077, -0.036, -0.005], [0.099, 0.186, 0.073], [0.004, 0.329, 0.076], [0.021, -0.127, -0.055], [-0.326, -0.079, 0.031], [-0.397, 0.387, 0.297], [-0.443, -0.052, -0.013], [0.113, 0.127, 0.091], [-0.039, 0.013, -0.029], [-0.022, -0.036, 0.025], [0.020, -0.007, -0.012], [0.402, -0.577, -0.389], [-0.183, 0.109, 0.284], [-0.100, -0.106, 0.012], [0.773, 0.054, -0.092], [0.222, -0.208, -0.458], [-0.011, -0.090, -0.006], [-0.019, -0.082, 0.106], [0.021, -0.039, -0.037], [0.144, 0.282, -0.191], [0.026, 0.017, 0.013], [-0.030, 0.011, -0.016]], "gap_ev": 5.41, "total_charge": -1}



Record 4
{"formula": "C10H16AuBaClS", "method": "ωB97M-V/def2-TZVPD", "species": ["Au", "Cl", "C", "H", "H", "H", "Ba", "C", "C", "C", "H", "H", "H", "H", "H", "H", "H", "H", "S", "C", "C", "C", "C", "C", "C", "H", "H", "H", "H", "H"], "xyz": [[0.14635, -0.21173, -0.20111], [-1.31970, 4.44424, -1.41062], [-1.91241, 0.13184, 0.11767], [-2.26063, -0.04845, 1.11812], [-2.37276, -0.58385, -0.57516], [-2.18206, 1.15765, -0.20585], [0.27162, 0.41456, -3.31862], [2.88639, 1.02144, -3.84400], [-1.26147, 0.02583, -5.55359], [0.71940, -1.64868, -1.83094], [-1.63226, -0.98447, -5.47943], [-2.04788, 0.75603, -5.41814], [-0.70891, 0.19026, -6.46595], [3.50705, 0.21563, -3.41087], [3.05623, 1.08651, -4.94148], [3.12742, 1.99222, -3.35988], [0.00581, -2.52625, -1.78543], [1.68710, -2.21084, -1.50312], [0.15607, 1.43004, 1.46992], [0.11635, 0.54192, 2.93685], [1.11724, -0.39201, 3.18240], [1.05328, -1.21492, 4.31358], [-0.04335, -1.09664, 5.20074], [-1.07939, -0.17953, 4.92812], [-0.98607, 0.65148, 3.79359], [1.91462, -0.49668, 2.46709], [1.84903, -1.94068, 4.50448], [-0.08719, -1.74368, 6.08462], [-1.93376, -0.12114, 5.60632], [-1.78613, 1.33991, 3.58071]], "forces_ev_per_a": [[0.947, -0.532, -0.633], [-0.001, -0.153, -0.130], [-1.668, 0.301, -1.364], [0.070, -0.085, 0.518], [-0.145, -0.019, 0.110], [0.301, -0.496, 0.274], [-0.276, 2.060, -0.849], [-0.044, 0.077, -0.217], [0.549, 0.008, 0.540], [0.854, -3.103, 3.797], [-0.419, -0.537, -0.242], [-0.463, 0.227, -0.144], [0.058, 0.025, -0.570], [0.088, 0.270, -0.149], [0.185, 0.031, 0.453], [0.094, -0.414, -0.261], [0.222, 0.803, -0.701], [-0.997, 1.167, -1.116], [0.560, 1.469, -0.305], [-0.462, -0.428, -0.126], [-0.105, -0.929, 1.386], [-0.574, 0.517, 0.072], [0.120, -0.002, -0.323], [0.946, -0.038, -0.332], [0.161, -0.942, 1.214], [0.185, 0.044, -0.094], [-0.295, 0.192, -0.016], [-0.058, 0.261, -0.327], [0.199, 0.050, -0.247], [-0.032, 0.176, -0.220]], "gap_ev": [5.41, 4.84], "spin_multiplicity": 3, "total_charge": -2}